Version i
# C19H42O6

A cluster of 6 separate species, C19H42O6 in total (the ωB97M-V functional and the def2-TZVPD basis, OMol25).

Last column: Löwdin charge in e.
Cartesian coordinates (Å):
H -0.6656 4.9826 0.0452  0.1101
H -4.0044 -0.7785 -2.9008  0.1119
C 2.4084 -0.7721 4.4444  -0.1659
H -4.1951 -1.2236 1.0010  0.1100
C 3.3852 -0.6789 -2.5614  -0.1836
H -0.7889 0.2242 0.1856  0.0897
H 0.1556 -0.9094 -2.2361  0.1059
H -0.1491 1.6406 0.7104  0.0575
H 3.1323 -1.5930 4.4356  0.1126
H 0.3664 -0.4987 4.0166  0.1289
H 2.5510 1.4022 3.9723  0.1260
C -1.8173 -1.4485 -2.8779  -0.1340
C 3.6993 0.7754 -2.3964  -0.1576
H -3.5790 -1.7495 -1.6426  0.0839
C 1.1700 -1.1132 3.6016  -0.1597
C 0.8795 4.7240 -1.3006  -0.0961
H 3.5045 -0.6082 1.8777  0.1168
C -1.6815 -2.8914 1.0443  -0.1976
O 1.4741 -0.5495 2.3274  -0.1965
H 4.0488 0.4960 3.9864  0.1175
H 0.5129 0.2708 1.2727  0.0875
C -2.9418 -3.7262 0.7095  -0.1541
C 2.9866 0.4312 3.7361  -0.1646
C -1.4008 3.6070 -1.3777  -0.0760
H -1.0113 -2.8697 0.1831  0.1139
H 2.7456 0.9537 1.6181  0.1257
H -1.9408 4.4673 -1.7828  0.0674
C -0.7850 -0.4064 -2.4432  -0.1822
H 2.1340 -1.9356 -1.2319  0.1182
C -2.7445 0.2825 -1.4685  -0.1500
H -0.9935 2.9119 -2.1167  0.0606
H -2.9259 1.2255 -1.9854  0.1145
H -2.7355 -4.7800 0.8973  0.1124
O -2.1819 -1.6059 1.3612  -0.1425
H -3.2450 0.3437 -0.5043  0.1194
O -1.3348 0.1036 -1.2588  -0.1771
O 1.9092 0.1121 -0.9658  -0.1800
C -0.2395 4.1088 -0.4868  -0.6409
H -3.3033 -3.5707 -0.3037  0.0980
C -3.1384 -0.9650 -2.2594  -0.1408
H 3.4768 -1.1711 -0.4509  0.1086
H -2.0937 3.0642 -0.7335  0.0595
H 4.2632 -1.3072 -2.7241  0.1173
H 2.1545 -0.6949 5.5026  0.1139
H 1.7210 5.0317 -0.6734  0.0679
H 2.7135 1.9773 -0.8064  0.1122
C -3.8414 -3.1530 1.7859  -0.1889
C -3.5478 -1.6670 1.7654  -0.1841
H 1.3188 4.0614 -2.0551  0.0501
H -4.8913 -3.4019 1.6011  0.1144
H -1.8541 -1.6651 -3.9456  0.1117
H -1.1603 -3.3984 1.8620  0.1142
O 0.1567 3.1237 0.3844  -0.2883
C 2.4618 1.2827 -1.6054  -0.1610
H 1.7929 1.7685 -2.3159  0.1064
H 0.5657 5.6480 -1.7983  0.0667
H -3.6539 -3.6414 2.7454  0.1152
H -1.5383 -2.3904 -2.4004  0.0999
H 0.9204 -2.1679 3.5128  0.1188
H 4.5780 0.9953 -1.7894  0.1136
O -0.3609 0.6777 0.9949  0.1323
H -0.6074 0.3433 -3.2207  0.1315
H 2.6435 -0.8445 -3.3458  0.1175
H -3.7716 -1.1848 2.7165  0.1231
C 2.7363 -1.0244 -1.2475  -0.2137
H 3.7841 1.2547 -3.3711  0.1117
C 2.7734 0.0946 2.2870  -0.1601

- net charge = 0
- frontier orbital gap (eV) = 7.044
- highest occupied orbital energy (eV) = -6.48


Version ii
# C19H42O6

A cluster of 6 separate species, C19H42O6 in total (the ωB97M-V functional and the def2-TZVPD basis, OMol25).

Last column: Löwdin charge in e.
Cartesian coordinates (Å):
H -10.4016 -19.9866 -11.4176  0.0690
H -6.7276 -22.6617 -11.9396  0.1062
H -7.8884 -18.8327 -11.4227  0.0674
C -4.7826 -23.6021 -11.9868  -0.1498
H -12.2458 -25.5619 -6.9495  0.1220
C -7.5804 -19.7568 -10.9190  -0.0912
H -6.2125 -25.1448 -4.1840  0.1127
H -9.1349 -19.4816 -9.5545  0.1151
O -9.8154 -24.3115 -10.9076  -0.1790
H -13.3988 -27.7767 -8.0637  0.1132
O -8.8362 -23.6996 -8.6546  0.1180
H -12.1591 -28.0226 -6.9152  0.1138
H -9.2595 -24.1507 -9.4555  0.0808
H -6.3322 -26.3156 -10.7869  0.1195
C -9.2557 -24.8548 -12.0814  -0.1746
H -5.2690 -26.0381 -5.2962  0.1122
C -10.2794 -25.9167 -12.5130  -0.1318
H -5.8434 -23.0277 -5.6720  0.1231
H -7.1580 -20.4349 -11.6706  0.0488
H -12.0506 -26.1825 -11.2786  0.0835
C -11.6031 -25.4149 -11.9158  -0.1402
H -5.7303 -23.4407 -8.0574  0.1251
C -5.0660 -25.0840 -12.1290  -0.1706
C -9.8662 -20.8443 -10.9994  -0.0735
C -6.0407 -23.1138 -11.2238  -0.1686
H -7.9697 -24.1137 -8.3822  0.0800
H -11.7859 -27.9422 -9.9679  0.0960
H -5.7899 -25.2773 -12.9239  0.1150
H -4.3436 -23.9286 -5.7264  0.1154
C -12.3470 -27.5378 -7.8770  -0.1785
H -4.6926 -23.1358 -12.9666  0.1098
O -6.9732 -24.9466 -7.3602  -0.1941
H -9.6510 -27.7628 -7.7980  0.1154
H -12.6705 -25.5902 -8.6679  0.1095
H -6.7397 -19.4622 -10.2833  0.0684
C -5.7379 -25.3986 -10.8114  -0.2180
H -11.7221 -24.0649 -10.1839  0.1195
H -10.5687 -21.3858 -10.3631  0.0623
H -5.8146 -22.3960 -10.4374  0.1115
H -4.9560 -25.0080 -7.8355  0.1130
H -10.3021 -26.1492 -13.5769  0.1106
H -12.4512 -25.2364 -12.5833  0.1116
C -5.4129 -23.9911 -5.9442  -0.1564
H -7.4967 -26.5763 -6.1752  0.1170
H -4.1761 -25.6995 -12.2708  0.1146
H -8.0478 -24.9242 -5.6387  0.1282
O -6.5822 -24.2754 -10.5710  -0.1787
H -9.4674 -21.5380 -11.7462  0.0619
C -12.0347 -26.0489 -7.9008  -0.1849
H -11.2215 -29.1587 -8.7737  0.1118
C -11.4283 -28.1038 -8.9532  -0.1541
H -9.5001 -27.2245 -9.4781  0.1138
H -3.9126 -23.3594 -11.3765  0.1121
C -5.6796 -24.3097 -7.4028  -0.1676
O -8.3125 -21.3367 -9.2305  -0.2603
H -8.6083 -22.7098 -8.9418  0.0456
H -11.3870 -23.2242 -11.6918  0.1155
H -5.0071 -25.5108 -9.9970  0.1057
C -11.2137 -24.1518 -11.1424  -0.1620
H -9.0786 -24.1138 -12.8687  0.1309
O -10.6674 -25.9791 -8.2999  -0.1426
C -8.7109 -20.3603 -10.0952  -0.6305
H -8.3117 -25.3363 -11.8482  0.1046
H -10.0066 -26.8511 -12.0164  0.0987
C -5.9860 -25.2114 -5.2486  -0.1656
C -7.2447 -25.5243 -6.0748  -0.1542
C -10.1761 -27.2649 -8.6214  -0.2022

- net charge = 0
- frontier orbital gap (eV) = 7.322
- highest occupied orbital energy (eV) = -6.73


Q: Which of them is the most stable? A: version ii.


Version i
# C5H16NO2

A cluster of 3 separate species, C5H16NO2 in total (the ωB97M-V functional and the def2-TZVPD basis, OMol25).

Last column: Löwdin charge in e.
Cartesian coordinates (Å):
C -0.4943 -0.3563 -0.2523  -0.4256
H 0.0037 -1.8012 1.4527  0.1805
H 3.4990 1.5285 0.0842  0.0204
H 3.2312 4.0098 0.7151  0.1129
H -1.1954 0.9241 -1.8580  0.0979
H -0.3359 1.6900 0.4994  0.1476
O 3.7543 3.3054 0.1849  -0.0971
N 0.1424 0.8118 0.5040  0.1877
C -1.5989 -2.6015 0.0601  -0.2029
H -3.3198 -3.4837 -0.7913  0.0679
H 0.2470 0.5246 1.4992  0.1611
H 3.3620 0.5049 0.9556  0.1011
C -0.9152 -1.3697 0.7288  -0.1973
H 0.2555 -0.6477 -1.1460  0.2028
H -3.5952 -1.7329 0.0240  0.1304
H -1.6442 -0.9713 1.4249  0.1124
H 1.1692 0.8915 0.1062  0.1274
H -2.5234 0.5680 -0.6752  0.1085
H -2.0741 -0.6436 -2.0793  0.1784
H -0.8780 -3.3985 -0.2378  0.1186
O 2.7791 0.9286 0.2879  -0.0620
H 4.5483 3.8597 -0.0292  0.0859
C -1.5747 0.0902 -1.1496  -0.1337
C -2.8428 -2.6307 -0.3083  -0.0227

- net charge = +1
- frontier orbital gap (eV) = 10.346
- highest occupied orbital energy (eV) = -13.30


Version ii
# C5H16NO2

A cluster of 3 separate species, C5H16NO2 in total (the ωB97M-V functional and the def2-TZVPD basis, OMol25).

Last column: Löwdin charge in e.
Cartesian coordinates (Å):
H -2.8540 0.4549 0.6878  0.1253
H 2.5652 -0.9330 0.4239  0.0659
C -1.7393 -2.0531 0.6110  -0.0988
C 0.0628 1.6965 0.2371  -0.0812
C -1.8511 0.4346 1.1220  -0.1939
H 1.7652 1.5717 -0.9027  0.1301
N 0.9421 2.1755 -0.8459  0.1824
O 1.6251 0.0878 -2.4102  -0.0695
H 1.8279 0.0687 -3.3492  0.0665
H -1.8577 1.2135 1.8794  0.1146
H -1.0353 0.3408 -0.9260  0.1232
H 0.5327 1.9653 -1.7597  0.1488
C -0.9141 0.8462 0.0135  -0.0662
H 1.1664 3.1661 -0.8286  0.1739
C -1.5187 -0.9517 1.6576  -0.2504
H 3.7965 -1.5075 -0.2258  0.0838
H -0.5041 -1.0182 2.0617  0.1062
H -2.6909 -1.9166 0.1008  0.0808
H 0.3040 2.1232 1.1974  0.1320
O 3.0470 -0.9231 -0.4161  -0.0413
H -0.9205 -2.0828 -0.1089  0.0651
H 2.1109 -0.5565 -1.8556  0.0140
H -1.7313 -3.0250 1.1011  0.0769
H -2.1286 -1.1775 2.5354  0.1118

- net charge = +1
- frontier orbital gap (eV) = 11.165
- highest occupied orbital energy (eV) = -14.24


Q: Which of them is the most stable? A: version ii.


Version i
# C6H13O

The ion C6H13O with charge +1 (the ωB97M-V functional and the def2-TZVPD basis, OMol25).

Last column: Löwdin charge in e.
Cartesian coordinates (Å):
H 1.6233 1.4458 -0.2097  0.1700
H 1.5760 -1.3704 0.8323  0.2036
C 0.0542 -0.0917 0.2686  -0.0641
C -1.5990 -2.0699 0.7523  -0.0719
H -1.9482 -0.1451 0.1682  0.1595
C 0.7089 0.8906 -0.6458  -0.1605
H -1.7013 -3.0025 0.0248  0.1469
H -0.9564 -2.3216 1.6421  0.0837
H -1.3526 -0.8792 -1.0118  0.1632
H -0.3016 3.9536 -1.4858  0.0877
H 1.2365 3.7439 -0.8655  0.1280
H 0.4519 -1.0942 2.1568  0.1167
H 1.1704 0.3349 -1.4206  0.1560
H 1.6658 0.2121 1.6350  0.1266
O 0.0838 1.9362 -1.3463  -0.1614
H -0.3804 3.4452 0.1134  0.0910
H -2.5573 -2.0690 1.2773  0.0904
C -1.1665 -0.8466 0.0525  -0.1893
C 0.1877 3.2669 -0.7982  -0.0728
C 0.9054 -0.5391 1.3036  -0.0033

- net charge = +1
- frontier orbital gap (eV) = 8.390
- highest occupied orbital energy (eV) = -14.61


Version ii
# C6H13O

The ion C6H13O with charge +1 (the ωB97M-V functional and the def2-TZVPD basis, OMol25).

Last column: Löwdin charge in e.
Cartesian coordinates (Å):
C 1.4646 0.8044 0.1747  -0.1671
H 1.9951 1.0193 1.1075  0.1471
H -0.9137 0.8255 -1.0746  0.1901
C 2.4655 0.1168 -0.8461  -0.0267
H 3.0812 1.0782 -1.1066  0.1396
H -3.0333 0.2139 -1.4733  0.1040
C 0.4106 -0.2125 0.2993  -0.1316
H 1.0802 -1.1554 2.0815  0.1512
C 0.5632 -1.4350 1.1167  0.0505
H 1.9937 -0.2059 -1.7312  0.0675
H -0.3248 -1.9912 1.3014  0.0905
H -4.0403 -0.5285 -0.1496  0.1307
O -2.0741 -0.4729 0.1681  -0.1805
H 1.2942 -2.1131 0.5894  0.1438
H -3.2063 1.2211 0.0471  0.1067
H -0.9243 1.2646 0.6431  0.2266
H 1.1537 1.7841 -0.2741  0.1441
C -0.8419 0.3133 -0.0559  -0.1319
C -3.1683 0.1747 -0.3567  -0.1271
H 3.0251 -0.7016 -0.4607  0.0722

- net charge = +1
- frontier orbital gap (eV) = 8.133
- highest occupied orbital energy (eV) = -14.32


Q: Which of them is the most stable? A: version ii.


Version i
# C11H13N2S

The ion C11H13N2S with charge +1 (the ωB97M-V functional and the def2-TZVPD basis, OMol25).

Last column: Löwdin charge in e.
Cartesian coordinates (Å):
C 0.9932 0.2069 0.2248  -0.1502
H 2.2568 1.7696 -0.7468  0.1043
H 0.3709 3.2066 0.7783  0.1292
S -3.5052 -0.7531 -0.0651  0.9671
H 4.0847 0.3354 -1.3608  0.1316
C 3.1414 -0.0718 -0.9232  -0.0346
C 2.1466 0.7790 -0.4179  0.0142
C -2.0858 -0.1965 0.3707  -0.4391
N -0.3751 -2.8555 1.4476  0.1629
N 0.0014 1.0935 0.6287  -0.1179
H -3.5206 1.0459 -1.6667  0.0396
H 4.0646 -2.0245 -0.7053  0.1141
C 3.2083 -1.4158 -0.5530  -0.0863
C 0.9890 -1.1962 0.3612  -0.1699
C 0.4712 2.2395 1.4130  -0.0301
C -4.1922 0.1994 -1.5380  -0.2670
C -1.3468 0.9049 0.5372  -0.1451
C -0.1383 -1.9442 0.6053  -0.0530
H 1.5367 2.1967 1.6043  0.0802
H 2.2269 -2.9852 0.4143  0.1324
H -5.2155 0.5288 -1.5078  0.0454
H -4.1061 -0.5217 -2.3401  0.0322
H 0.4164 -3.4020 2.0182  0.2069
C 2.1740 -1.9296 0.0784  -0.0475
H -1.2434 -3.2666 1.4422  0.0828
H -0.0378 2.2525 2.4651  0.1372
H -1.8901 1.8696 0.5296  0.1604

- net charge = +1
- frontier orbital gap (alpha / beta) (eV) = 6.722 / 6.721
- highest occupied orbital energy (alpha / beta) (eV) = -11.36 / -11.36


Version ii
# C11H13N2S

A cluster of 2 separate species, C11H13N2S in total (the ωB97M-V functional and the def2-TZVPD basis, OMol25).

Last column: Löwdin charge in e.
Cartesian coordinates (Å):
H 4.0480 2.9957 -2.0865  0.1089
H 2.0636 3.7414 1.6304  0.1080
N -0.3718 -1.2151 0.0398  -0.2124
H 1.1411 -2.9463 0.4468  -0.0923
C -4.4865 -1.6753 0.0837  -0.0189
C -2.3528 -2.7226 -0.0770  -0.0095
H -1.7139 -3.5863 -0.1727  0.1173
N -2.5127 -0.3392 0.2134  0.1350
C -3.7351 -2.8265 -0.0807  -0.0203
H 1.5576 1.3344 1.8475  0.0962
H -0.0222 -1.4791 -0.8828  0.1476
H 3.3119 4.5676 -0.3316  0.1096
C 2.5020 0.8172 -0.0144  -0.1385
C 3.4947 2.6308 -1.2319  -0.0775
C 2.0875 1.6996 0.9745  -0.1077
H -0.2154 -0.2018 0.1198  0.1219
C -1.8477 -1.4498 0.0689  -0.3572
H 2.2786 -0.2379 0.0803  0.0372
C 2.3769 3.0519 0.8583  -0.0811
S 0.6046 -2.0460 1.2789  0.9068
C 3.2025 1.2800 -1.1211  -0.0899
H -4.4063 0.4523 0.3610  0.1228
H -4.2106 -3.7857 -0.2027  0.1247
H 3.5280 0.5905 -1.8892  0.1036
C 3.0809 3.5147 -0.2437  -0.0733
H -5.5629 -1.7095 0.1025  0.1195
C -3.8400 -0.4551 0.2284  -0.0805

- net charge = +1
- frontier orbital gap (eV) = 8.040
- highest occupied orbital energy (eV) = -12.09


Q: Which of them is the most stable? A: version ii.